(1)
The following is a quantum chemistry calculation of one molecule with the formula C17H23N3O4, from the OMol25 dataset.

Geometry (Å):
O: 2.751 -0.965 3.630
C: 2.233 -1.607 2.738
N: 1.547 -1.048 1.686
C: 1.266 0.299 1.458
C: 1.579 1.313 2.355
C: 1.247 2.620 2.043
C: 0.615 2.933 0.856
C: 0.300 1.915 -0.040
O: -0.369 2.326 -1.179
C: -0.475 1.574 -2.305
O: -0.003 0.471 -2.462
N: -1.158 2.237 -3.264
C: -1.822 3.509 -3.090
C: -3.338 3.325 -3.176
C: -3.708 2.662 -4.501
C: -2.959 1.340 -4.646
C: -1.454 1.577 -4.517
C: 0.615 0.602 0.261
N: 2.354 -2.978 2.678
C: 1.447 -3.904 2.032
C: 0.490 -4.498 3.078
O: 1.195 -5.132 4.115
C: 2.072 -4.230 4.759
C: 3.067 -3.627 3.766
H: 1.313 -1.645 0.907
H: 2.081 1.075 3.276
H: 1.492 3.408 2.739
H: 0.358 3.950 0.607
H: -1.537 3.937 -2.131
H: -1.488 4.180 -3.891
H: -3.827 4.295 -3.084
H: -3.668 2.695 -2.347
H: -4.785 2.491 -4.547
H: -3.437 3.325 -5.326
H: -3.173 0.882 -5.613
H: -3.279 0.650 -3.863
H: -0.904 0.635 -4.537
H: -1.105 2.214 -5.338
H: 0.373 -0.183 -0.436
H: 0.864 -3.434 1.241
H: 2.045 -4.711 1.594
H: -0.146 -5.262 2.627
H: -0.140 -3.691 3.486
H: 2.588 -4.806 5.529
H: 1.497 -3.420 5.232
H: 3.691 -2.882 4.258
H: 3.692 -4.418 3.340

Computed properties:
**Energy above the lowest of the compared OMol25 structures with the same formula, charge and spin**: 0.9664 eV
**Molar mass**: 333.4 g mol⁻¹
**Total charge**: 0
**SMILES**: O=C(Nc1cccc(OC(=O)N2CCCCC2)c1)N1CCOCC1
**HOMO energy**: -8.18 eV
**Multiplicity**: 1
**HOMO-LUMO gap**: 8.9 eV



(2)
The following is a quantum chemistry calculation of one molecule with the formula C17H23N3OS, from the OMol25 dataset.

Geometry (Å):
C: -2.785 -3.276 -0.554
S: -1.222 -3.867 0.159
C: -0.868 -2.530 1.360
C: 0.355 -1.717 0.962
C: 0.153 -1.003 -0.386
N: 1.403 -0.410 -0.855
C: 2.165 0.474 -0.179
O: 1.826 0.990 0.872
C: 3.500 0.752 -0.860
C: 4.447 -0.455 -0.667
C: 5.390 -0.022 0.453
C: 5.618 1.454 0.149
C: 4.222 1.953 -0.225
C: -0.954 -0.001 -0.296
N: -2.116 -0.151 -0.871
C: -2.854 0.946 -0.504
C: -4.161 1.303 -0.819
C: -4.643 2.483 -0.296
C: -3.858 3.300 0.523
C: -2.560 2.964 0.850
C: -2.068 1.778 0.329
N: -0.865 1.136 0.446
H: -3.004 -3.926 -1.395
H: -2.670 -2.246 -0.886
H: -3.571 -3.362 0.192
H: -1.759 -1.909 1.416
H: -0.699 -3.008 2.325
H: 1.216 -2.383 0.872
H: 0.571 -0.979 1.738
H: -0.145 -1.747 -1.130
H: 1.774 -0.781 -1.714
H: 3.304 0.918 -1.922
H: 3.909 -1.372 -0.425
H: 5.018 -0.625 -1.581
H: 6.311 -0.603 0.469
H: 4.892 -0.127 1.418
H: 6.039 1.999 0.992
H: 6.297 1.555 -0.700
H: 4.254 2.810 -0.895
H: 3.678 2.243 0.676
H: -4.765 0.671 -1.451
H: -5.653 2.790 -0.521
H: -4.281 4.216 0.908
H: -1.954 3.594 1.483
H: -0.024 1.424 0.934

Computed properties:
**Energy above the lowest of the compared OMol25 structures with the same formula, charge and spin**: 0.1613 eV
**Molar mass**: 317.5 g mol⁻¹
**Total charge**: 0
**SMILES**: CSCC[C@H](NC(=O)C1CCCC1)c1nc2ccccc2[nH]1
**HOMO energy**: -8.37 eV
**Multiplicity**: 1
**HOMO-LUMO gap**: 9.0 eV



(3)
The following is a quantum chemistry calculation of one molecule with the formula C17H23NO7S, from the OMol25 dataset.

Geometry (Å):
C: -3.440 5.276 2.462
O: -2.886 5.084 1.132
C: -2.297 3.829 0.939
C: -0.957 3.632 0.944
C: -0.326 2.363 0.925
C: -1.161 1.264 1.007
C: -2.485 1.462 0.986
C: -3.092 2.710 1.002
O: -4.432 2.823 1.034
C: -5.174 2.940 -0.251
S: -0.402 -0.405 1.214
O: -0.887 -1.078 2.435
O: -0.709 -1.216 -0.004
O: 1.259 -0.209 1.071
C: 1.757 0.799 0.232
C: 1.393 0.379 -1.271
O: 0.704 1.046 -2.015
N: 1.769 -0.826 -1.849
C: 2.573 -1.805 -1.368
C: 4.037 -1.799 -1.852
O: 4.742 -0.799 -1.786
C: 1.850 -3.096 -1.754
C: 2.253 -4.376 -0.814
C: 1.841 -4.262 0.661
C: 1.797 -5.746 -1.403
C: 1.186 2.260 0.672
H: -3.697 4.336 2.963
H: -2.572 5.620 3.019
H: -4.302 6.013 2.635
H: -0.248 4.448 0.832
H: -3.111 0.618 0.933
H: -4.696 3.723 -0.927
H: -5.145 2.010 -0.913
H: -6.201 3.227 -0.093
H: 2.771 0.915 0.178
H: 1.703 -0.906 -2.805
H: 2.604 -1.830 -0.247
H: 4.365 -2.605 -2.487
H: 2.176 -3.229 -2.774
H: 0.790 -2.944 -1.681
H: 3.366 -4.401 -0.731
H: 0.744 -4.563 0.589
H: 2.443 -4.854 1.394
H: 1.938 -3.285 1.056
H: 1.859 -6.500 -0.681
H: 0.744 -5.786 -1.808
H: 2.502 -5.899 -2.210
H: 1.327 2.987 -0.158
H: 1.726 2.656 1.568

Computed properties:
**Energy above the lowest of the compared OMol25 structures with the same formula, charge and spin**: 5.3091 eV
**Molar mass**: 385.4 g mol⁻¹
**Total charge**: 0
**SMILES**: COc1cc2c(cc1OC)S(=O)(=O)O[C@@H](C(=O)N[C@H](C=O)CC(C)C)C2
**HOMO energy**: -9.26 eV
**Multiplicity**: 1
**HOMO-LUMO gap**: 9.6 eV



Repeat the first record exactly.
The following is a quantum chemistry calculation of one molecule with the formula C17H23N3O4, from the OMol25 dataset.

Geometry (Å):
O: 2.751 -0.965 3.630
C: 2.233 -1.607 2.738
N: 1.547 -1.048 1.686
C: 1.266 0.299 1.458
C: 1.579 1.313 2.355
C: 1.247 2.620 2.043
C: 0.615 2.933 0.856
C: 0.300 1.915 -0.040
O: -0.369 2.326 -1.179
C: -0.475 1.574 -2.305
O: -0.003 0.471 -2.462
N: -1.158 2.237 -3.264
C: -1.822 3.509 -3.090
C: -3.338 3.325 -3.176
C: -3.708 2.662 -4.501
C: -2.959 1.340 -4.646
C: -1.454 1.577 -4.517
C: 0.615 0.602 0.261
N: 2.354 -2.978 2.678
C: 1.447 -3.904 2.032
C: 0.490 -4.498 3.078
O: 1.195 -5.132 4.115
C: 2.072 -4.230 4.759
C: 3.067 -3.627 3.766
H: 1.313 -1.645 0.907
H: 2.081 1.075 3.276
H: 1.492 3.408 2.739
H: 0.358 3.950 0.607
H: -1.537 3.937 -2.131
H: -1.488 4.180 -3.891
H: -3.827 4.295 -3.084
H: -3.668 2.695 -2.347
H: -4.785 2.491 -4.547
H: -3.437 3.325 -5.326
H: -3.173 0.882 -5.613
H: -3.279 0.650 -3.863
H: -0.904 0.635 -4.537
H: -1.105 2.214 -5.338
H: 0.373 -0.183 -0.436
H: 0.864 -3.434 1.241
H: 2.045 -4.711 1.594
H: -0.146 -5.262 2.627
H: -0.140 -3.691 3.486
H: 2.588 -4.806 5.529
H: 1.497 -3.420 5.232
H: 3.691 -2.882 4.258
H: 3.692 -4.418 3.340

Computed properties:
**Energy above the lowest of the compared OMol25 structures with the same formula, charge and spin**: 0.9664 eV
**Molar mass**: 333.4 g mol⁻¹
**Total charge**: 0
**SMILES**: O=C(Nc1cccc(OC(=O)N2CCCCC2)c1)N1CCOCC1
**HOMO energy**: -8.18 eV
**Multiplicity**: 1
**HOMO-LUMO gap**: 8.9 eV



> Which value of multiplicity does entry 1 give?

1



> Number 2 is which compound?

C17H23N3OS